Record 1
A structure of composition C41H42ClN4O4PPd. Source: the Open Molecules 2025 dataset; level of theory: ωB97M-V with the def2-TZVPD basis set.

Structure (XYZ):
```
94
Properties=species:S:1:pos:R:3:lowdin_charge:R:1
Pd -0.91908 -1.88005 -0.46266 0.2373
Cl -0.42999 -1.07569 -3.99888 0.6964
C 1.11983 -1.85913 -3.92593 -0.6517
C 1.64089 -2.37087 -5.10664 -0.1304
C 2.91016 -2.92582 -5.11907 -0.1140
C 3.65262 -2.94807 -3.94575 -0.1037
C 3.10900 -2.44194 -2.77337 -0.0874
C 1.81969 -1.90386 -2.72351 -0.3608
P 1.01889 -1.27274 -1.16197 0.8744
C 2.39028 -1.55164 0.04032 -0.3597
C 2.51484 -2.83081 0.58487 -0.1162
C 3.44298 -3.09447 1.57672 -0.0916
C 4.25257 -2.07510 2.06399 -0.1023
C 4.12707 -0.79749 1.54488 -0.0884
C 3.20392 -0.54007 0.53731 -0.0842
C 1.23807 0.52462 -1.53889 -0.3660
C 2.24969 1.04441 -2.34324 -0.0996
C 2.36591 2.41343 -2.54378 -0.1050
C 1.46829 3.28304 -1.93782 -0.1175
C 0.45243 2.77430 -1.13979 -0.0851
C 0.33275 1.40448 -0.94835 -0.0880
H 1.04421 -2.31593 -6.00796 0.0909
H 3.31655 -3.32515 -6.04071 0.0895
H 4.65528 -3.35838 -3.93872 0.0916
H 3.69665 -2.46929 -1.86574 0.0968
H 1.83825 -3.61203 0.25459 0.0955
H 3.49618 -4.08336 2.01517 0.0981
H 4.93670 -2.26802 2.88110 0.0968
H 4.72011 0.01727 1.94559 0.0967
H 3.10831 0.46762 0.15849 0.0897
H 2.95936 0.37610 -2.81930 0.1022
H 3.15944 2.80041 -3.17345 0.0890
H 1.55817 4.35286 -2.09210 0.0877
H -0.25536 3.44264 -0.66365 0.0999
H -0.45262 0.99589 -0.32718 0.0759
O 2.33113 -2.37501 5.39832 -0.0199
C 2.01247 -1.38510 4.75045 -0.6094
N 2.48278 -0.10469 5.12638 0.1023
C 1.77793 0.90376 4.37608 -0.2861
C 1.02636 -0.03547 3.32995 -0.4514
O 0.36591 0.47365 2.42655 0.0073
N 1.21998 -1.31740 3.64593 0.1886
C 2.75366 1.88637 3.73046 -0.1496
C 2.55326 2.44370 2.47006 -0.0368
C 3.48719 3.31587 1.92438 -0.0830
C 4.62839 3.66300 2.63283 -0.1174
C 4.82880 3.12748 3.89848 -0.1056
C 3.89994 2.24866 4.43592 -0.0380
C 0.70923 1.61267 5.19620 -0.1203
C 0.34846 2.93580 4.96052 -0.0160
C -0.66487 3.53871 5.69421 -0.0963
C -1.33959 2.82843 6.67498 -0.1195
C -0.99572 1.50328 6.90890 -0.0934
C 0.01521 0.90196 6.17629 -0.0161
H 2.65276 0.01371 6.11233 0.1245
H 1.66833 2.16507 1.91598 0.1003
H 3.31847 3.71053 0.92901 0.0940
H 5.35872 4.33792 2.20137 0.0869
H 5.71751 3.38393 4.46435 0.0883
H 4.08076 1.81236 5.41049 0.1042
H 0.86032 3.49929 4.19165 0.1085
H -0.93139 4.56911 5.48934 0.0923
H -2.13518 3.29647 7.24244 0.0871
H -1.52869 0.92703 7.65591 0.0940
H 0.25498 -0.14081 6.34622 0.1181
C -3.80561 -2.85025 -3.49336 -0.0761
C -4.86263 -1.98540 -2.81076 -0.2036
N -5.17281 -0.74029 -3.51238 -0.1006
C -6.32117 -0.73054 -4.38752 -0.2454
C -6.09023 -1.38023 -5.75315 -0.0853
C -4.26107 0.29783 -3.45917 -0.4639
C -4.57385 1.52725 -4.28312 -0.0457
N -3.18877 0.31644 -2.77107 0.1393
H -3.57647 -3.70353 -2.85679 0.0696
H -2.87420 -2.29666 -3.62265 0.0167
H -4.13972 -3.19801 -4.47482 0.0510
H -4.54351 -1.75485 -1.79252 0.0827
H -5.79959 -2.53973 -2.71422 0.1166
H -6.66366 0.29360 -4.53005 0.0934
H -7.13608 -1.25513 -3.87811 0.1101
H -5.24198 -0.91631 -6.25977 0.0687
H -6.97597 -1.27067 -6.38565 0.0628
H -5.87458 -2.44340 -5.64883 0.0559
H -4.70511 1.29281 -5.34193 0.0642
H -3.73480 2.20670 -4.16659 0.0703
H -5.48264 2.02321 -3.93310 0.0716
H -3.05544 -0.52498 -2.20542 0.0037
C -3.14862 -0.20338 1.13849 -0.1718
O -3.80256 -1.36610 0.67455 -0.2137
C -2.96170 -2.37066 0.08100 -0.5071
O -3.58342 -3.38902 -0.14495 -0.1070
H -3.34422 -0.07318 2.20690 0.0709
H -3.51494 0.67652 0.59802 0.0669
H -2.06382 -0.27950 1.00640 0.0112
```

Highest occupied orbital energy = -0.04001 hartree
Strongest force on any atom = 0.59 eV/Å
Net charge = -2

---

Record 2
A cluster of 2 separate species, C4H14N3 in total at a distorted geometry. Source: the Open Molecules 2025 dataset; level of theory: ωB97M-V with the def2-TZVPD basis set.

Structure (XYZ):
```
21
Properties=species:S:1:pos:R:3:nbo_charge:R:1
C -0.16441 1.75366 -0.82122 -0.4162
C -1.53445 0.14796 0.22028 0.7086
N -0.63927 1.07961 0.43787 -0.5239
N -2.47063 0.09765 -0.81218 -0.7800
N -1.54447 -0.94495 1.11392 -0.7936
H -0.02771 0.93993 1.15210 0.4219
H -2.66672 0.92631 -1.34111 0.4277
H -3.10221 -0.66646 -0.94049 0.4325
H -1.07572 -1.34669 1.94154 0.4581
H -2.25004 -1.54116 0.87363 0.3862
H -0.79433 1.84734 -1.57634 0.2092
H 0.76881 1.26019 -1.04484 0.2284
H 0.17410 2.87777 -0.56269 0.2384
C 3.36157 -0.33295 0.07446 -0.6420
C 2.36112 -1.51501 -0.04379 -0.6627
H 3.60325 -0.33344 1.16780 0.2329
H 4.34943 -0.37047 -0.59428 0.2343
H 2.88454 0.45116 -0.49226 0.1974
H 1.82388 -1.68828 -1.03827 0.2097
H 2.99878 -2.48374 -0.09200 0.2297
H 1.75150 -1.82057 0.79156 0.2033
```

Highest occupied orbital energy = -0.50647 hartree
Strongest force on any atom = 8.00 eV/Å
Net charge = +1

---

Record 3
A cluster of 2 separate species, C32H31N2O2S in total at a distorted geometry. Source: the Open Molecules 2025 dataset; level of theory: ωB97M-V with the def2-TZVPD basis set.

Structure (XYZ):
```
68
Properties=species:S:1:pos:R:3:nbo_charge:R:1
C 3.96910 -0.68162 2.13077 -0.2635
O 3.08821 0.42854 2.44521 -0.4819
C 1.76110 0.16512 2.64383 0.3531
C 1.01756 1.32833 2.96176 -0.2521
C -0.26168 1.19977 3.42231 -0.1670
C -0.81973 -0.08531 3.50455 -0.1391
C -2.23249 -0.06391 3.80831 0.4589
O -2.99386 -0.57876 2.87212 -0.5115
C -4.38502 -0.17262 2.67470 -0.2628
C -0.13775 -1.25661 3.14544 -0.1680
C 1.18687 -1.13949 2.74482 -0.2860
H 4.90701 -0.20944 1.83030 0.2171
H 4.13416 -1.29912 3.02966 0.1886
H 3.57354 -1.28394 1.29470 0.1869
H 1.49540 2.30432 2.85853 0.2455
H -0.89624 2.06195 3.63884 0.2252
H -2.56803 0.73531 4.49249 0.2297
H -4.81327 -0.90990 1.95942 0.2292
H -4.93569 -0.17640 3.63792 0.2001
H -4.32011 0.82781 2.22150 0.2116
H -0.65598 -2.21119 3.17705 0.2271
H 1.80132 -2.02247 2.49635 0.2367
C -0.23408 -0.68164 11.16712 -0.2112
C 0.57448 -0.19707 10.13660 -0.1956
C 0.06778 -0.06767 8.83914 -0.2183
C -1.27389 -0.39040 8.59718 -0.0525
C -1.90976 -0.17132 7.21616 -0.2069
C -3.07452 0.85988 7.30270 -0.0582
C -4.15218 0.90229 6.35674 -0.2548
C -4.93664 2.05863 6.25107 -0.2020
C -4.88641 3.02167 7.27603 -0.2127
C -3.94390 2.90105 8.33522 -0.2151
C -3.01036 1.84956 8.34017 -0.1501
C -2.39852 -1.55122 6.64615 -0.0605
C -1.67642 -2.80338 7.10677 -0.4273
C -2.55414 -3.99157 6.79083 -0.2124
N -2.98537 -3.89800 5.40572 -0.4142
C -3.62090 -4.98504 4.79422 0.2165
C -3.92429 -4.73171 3.45912 -0.2644
C -4.68762 -5.66133 2.73878 -0.1764
C -5.14724 -6.81552 3.39372 -0.2101
C -4.86677 -7.04208 4.74610 -0.1814
C -4.10535 -6.11716 5.47368 -0.2597
S -3.36537 -3.13973 3.03596 0.4178
C -2.86904 -2.72915 4.67246 0.3359
N -2.51840 -1.54705 5.18715 -0.5276
C -2.08906 -0.87280 9.62946 -0.1835
C -1.56516 -1.01839 10.91280 -0.2189
H 0.18050 -0.81366 12.16636 0.2269
H 1.60694 0.08448 10.33557 0.2245
H 0.69902 0.28028 8.01063 0.2190
H -1.13209 0.18967 6.51640 0.2194
H -4.37284 0.08167 5.63474 0.2069
H -5.53831 2.14926 5.34156 0.2152
H -5.58589 3.85840 7.23424 0.2276
H -3.89200 3.62904 9.16695 0.2290
H -2.25765 1.80732 9.17640 0.2304
H -3.39888 -1.68892 7.09947 0.1913
H -0.70612 -2.86370 6.59326 0.2171
H -1.45888 -2.79022 8.18098 0.2590
H -2.02132 -4.94381 6.96431 0.2298
H -3.44930 -3.99460 7.44045 0.2056
H -4.90848 -5.46550 1.69019 0.2313
H -5.73693 -7.53251 2.83372 0.2340
H -5.24656 -7.93116 5.24574 0.2342
H -3.92190 -6.25093 6.54866 0.2329
H -3.13868 -1.12529 9.42484 0.2084
H -2.20400 -1.38142 11.71424 0.2231
```

Highest occupied orbital energy = -0.40449 hartree
Strongest force on any atom = 2.10 eV/Å
Net charge = +1

---

Record 4
An isolated molecule of C4H7FS at a distorted geometry. Source: the Open Molecules 2025 dataset; level of theory: ωB97M-V with the def2-TZVPD basis set.

Structure (XYZ):
```
13
Properties=species:S:1:pos:R:3:nbo_charge:R:1
C 2.10630 -0.63526 0.20090 -0.6445
C 0.63093 -0.58071 0.62353 0.1355
C -0.39361 -0.16233 -0.47544 -0.0555
C 0.07115 -0.39291 -1.92463 -0.6864
H 2.14249 -1.43772 -0.51638 0.2154
H 2.60536 -0.88616 1.10090 0.2310
H 2.52212 0.31854 -0.09620 0.2230
H 0.24724 -1.59049 0.96493 0.1878
H -0.71017 -0.13056 -2.63027 0.2456
H 0.77773 0.43300 -1.80231 0.2487
H 0.67625 -1.24119 -2.20001 0.2287
F 0.49639 0.25921 1.71269 -0.3528
S -1.70107 0.80181 -0.04881 0.0234
```

Highest occupied orbital energy = -0.31581 hartree
Strongest force on any atom = 2.55 eV/Å
SMILES = CC(=S)[C@@H](C)F
Net charge = 0